# 1
C14H21IN4OP | the ωB97M-V functional and the def2-TZVPD basis

CARTESIAN COORDINATES (ANGSTROEM)
C: -1.946 -4.312 -2.183
C: -2.525 -3.604 -0.968
O: -1.984 -2.290 -0.803
C: -0.918 -2.200 0.112
C: -0.024 -1.088 -0.320
C: 0.941 -1.083 -1.241
N: 1.477 0.190 -1.278
P: 2.773 0.541 -2.415
N: 3.261 -0.748 -3.092
C: 0.837 0.968 -0.394
C: 1.087 2.401 -0.102
C: 1.913 2.634 1.195
C: 3.337 3.100 0.919
I: 4.638 2.625 2.541
N: -0.080 0.207 0.181
C: -1.052 0.659 1.142
C: -2.395 0.465 0.861
C: -3.297 0.919 1.812
C: -2.817 1.538 2.955
C: -1.446 1.679 3.119
N: -0.570 1.239 2.217
H: -0.907 -4.011 -2.326
H: -1.960 -5.392 -2.053
H: -2.500 -4.059 -3.085
H: -2.368 -4.189 -0.058
H: -3.602 -3.471 -1.072
H: -1.295 -2.008 1.121
H: -0.329 -3.121 0.156
H: 1.287 -1.891 -1.860
H: 2.087 1.443 -3.228
H: 3.651 1.313 -1.653
H: 4.222 -1.002 -2.905
H: 1.572 2.862 -0.964
H: 0.108 2.867 0.019
H: 1.923 1.715 1.780
H: 1.401 3.372 1.808
H: 3.403 4.180 0.831
H: 3.767 2.641 0.036
H: -2.708 -0.028 -0.050
H: -4.361 0.799 1.663
H: -3.487 1.914 3.716
H: -1.040 2.152 4.004

Results
Net charge: +1
ΔE to the lowest compared entry with this formula, charge and spin, kcal per mole: 0.0
Strongest force on any atom, eV/Å: 0.8
SMILES string: CCOCc1cn([PH2]=N)c(CCCI)[n+]1-c1ccccn1
Frontier orbital gap, eV: 9.115
Highest occupied orbital energy, eV: -12.0

Quick look at the natural (NBO) charges, all values in e:
1. C -0.639
2. C -0.067
3. O -0.546
4. C -0.104
5. C 0.136
6. C -0.024
7. N -0.609
8. P 1.501
9. N -1.254
10. C 0.500
11. C -0.468
12. C -0.428
13. C -0.519
14. I 0.115
15. N -0.311
16. C 0.317
17. C -0.248
18. C -0.143
19. C -0.226
20. C 0.055
21. N -0.426
22. H 0.206
23. H 0.226
24. H 0.223
25. H 0.173
26. H 0.198
27. H 0.200
28. H 0.212
29. H 0.278
30. H -0.051
31. H -0.052
32. H 0.412
33. H 0.235
34. H 0.263
35. H 0.239
36. H 0.236
37. H 0.234
38. H 0.198
39. H 0.258
40. H 0.241
41. H 0.242
42. H 0.217

# 2
C3H3O4Sc | the ωB97M-V functional and the def2-TZVPD basis

CARTESIAN COORDINATES (ANGSTROEM)
O: -3.941 0.182 0.433
C: -2.799 0.325 0.154
C: -1.917 -0.749 -0.472
H: -1.701 0.869 0.994
H: -1.901 -1.575 0.254
H: -2.319 -1.080 -1.438
O: -0.588 -0.267 -0.739
C: 0.214 0.208 0.161
O: -0.303 0.857 1.153
O: 1.374 0.505 -0.149
Sc: 3.264 -0.153 -0.447

Results
Net charge: +3
ΔE to the lowest compared entry with this formula, charge and spin, kcal per mole: 59.0
Strongest force on any atom, eV/Å: 9.3
Frontier orbital gap (spin up / spin down), eV: 4.283 / 8.522
Highest occupied orbital energy (spin up / spin down), eV: -21.7 / -26.0
<S²>: 0.75
2S+1: 2

Quick look at the natural (NBO) charges, all values in e:
1. O 0.014
2. C 0.654
3. C -0.145
4. H 0.440
5. H 0.335
6. H 0.369
7. O -0.397
8. C 1.040
9. O -0.414
10. O -0.792
11. Sc 1.897

# 3
C12H32O19Zn2 | the ωB97M-V functional and the def2-TZVPD basis

CARTESIAN COORDINATES (ANGSTROEM)
Zn: 13.838 -14.444 -15.490
Zn: 12.225 -18.455 -15.943
C: 19.176 -15.992 -20.741
C: 20.578 -16.117 -21.320
O: 21.348 -15.128 -21.294
O: 20.990 -17.264 -21.641
H: 18.414 -15.879 -21.517
H: 19.004 -15.092 -20.136
H: 18.954 -16.740 -19.975
C: 10.852 -14.922 -18.457
C: 11.384 -15.530 -17.158
O: 11.210 -16.751 -16.926
O: 11.978 -14.729 -16.385
H: 10.776 -15.702 -19.211
H: 11.609 -14.216 -18.791
H: 9.905 -14.442 -18.224
C: 11.145 -21.635 -14.528
C: 12.519 -21.365 -15.137
O: 12.888 -20.122 -15.110
O: 13.160 -22.239 -15.688
H: 10.751 -22.648 -14.543
H: 10.293 -21.058 -14.909
H: 11.272 -21.197 -13.532
C: 18.564 -15.884 -16.864
C: 20.017 -16.285 -16.934
O: 20.385 -17.115 -17.795
O: 20.851 -15.710 -16.165
H: 18.413 -15.097 -16.120
H: 17.936 -16.756 -16.675
H: 18.274 -15.429 -17.815
C: 15.381 -17.010 -18.644
C: 14.574 -17.064 -17.350
O: 14.590 -16.021 -16.639
O: 13.950 -18.105 -17.023
H: 15.454 -15.989 -19.011
H: 14.910 -17.630 -19.406
H: 16.385 -17.404 -18.481
C: 15.002 -13.009 -20.587
C: 15.383 -12.144 -21.806
O: 14.621 -12.075 -22.796
O: 16.456 -11.484 -21.701
H: 15.567 -12.820 -19.673
H: 15.192 -14.025 -20.947
H: 13.922 -12.916 -20.428
O: 11.620 -19.446 -17.647
H: 11.925 -19.343 -18.574
H: 10.807 -19.960 -17.702
O: 14.269 -13.239 -17.174
H: 13.714 -12.463 -17.320
H: 14.677 -13.415 -18.040
O: 14.607 -20.567 -18.247
H: 14.380 -19.704 -17.844
H: 14.645 -20.400 -19.193
O: 12.887 -16.217 -21.216
H: 12.038 -16.550 -21.513
H: 13.102 -16.754 -20.448
O: 15.858 -14.181 -14.888
H: 16.398 -14.940 -14.576
H: 16.344 -13.391 -14.615
O: 16.433 -17.110 -14.405
H: 17.077 -17.681 -14.841
H: 15.785 -16.900 -15.093
O: 12.360 -18.787 -20.243
H: 13.061 -19.341 -20.613
H: 11.635 -18.857 -20.877

Results
Net charge: -2
Strongest force on any atom, eV/Å: 3.4
Frontier orbital gap, eV: 1.422
Highest occupied orbital energy, eV: -0.9

Quick look at the natural (NBO) charges, all values in e:
1. Zn 1.621
2. Zn 1.716
3. C -0.740
4. C 0.749
5. O -0.723
6. O -0.750
7. H 0.191
8. H 0.201
9. H 0.227
10. C -0.715
11. C 0.847
12. O -0.814
13. O -0.882
14. H 0.228
15. H 0.248
16. H 0.231
17. C -0.739
18. C 0.782
19. O -0.955
20. O -0.604
21. H 0.221
22. H 0.195
23. H 0.222
24. C -0.719
25. C 0.723
26. O -0.732
27. O -0.806
28. H 0.175
29. H 0.163
30. H 0.223
31. C -0.735
32. C 0.862
33. O -0.910
34. O -0.862
35. H 0.253
36. H 0.206
37. H 0.293
38. C -0.756
39. C 0.749
40. O -0.786
41. O -0.772
42. H 0.171
43. H 0.228
44. H 0.182
45. O -1.025
46. H 0.536
47. H 0.492
48. O -1.030
49. H 0.503
50. H 0.548
51. O -0.940
52. H 0.489
53. H 0.438
54. O -0.918
55. H 0.448
56. H 0.471
57. O -1.026
58. H 0.551
59. H 0.519
60. O -0.971
61. H 0.502
62. H 0.474
63. O -0.953
64. H 0.498
65. H 0.485

# 4
C20H26Cl3O4PTeY | the ωB97M-V functional and the def2-TZVPD basis

CARTESIAN COORDINATES (ANGSTROEM)
Y: 0.016 -0.133 0.523
C: -3.726 3.505 0.119
C: -2.447 2.941 -0.501
C: -1.944 3.877 -1.606
C: -1.361 2.669 0.525
C: -0.016 2.499 0.139
C: 0.992 2.263 1.094
C: 0.688 2.215 2.464
C: 1.778 2.067 3.478
C: -0.644 2.394 2.837
C: -1.637 2.615 1.894
H: -4.461 3.684 -0.660
H: -3.530 4.450 0.618
H: -4.172 2.814 0.827
H: -2.701 1.976 -0.965
H: -1.457 4.752 -1.181
H: -2.781 4.217 -2.208
H: -1.247 3.377 -2.275
H: 0.275 2.673 -0.894
H: 2.038 2.270 0.783
H: 2.462 1.263 3.208
H: 1.369 1.870 4.464
H: 2.359 2.989 3.523
H: -0.902 2.424 3.886
H: -2.635 2.812 2.247
Cl: 0.879 -0.344 -6.680
C: 0.332 -0.308 -5.054
C: 1.258 -0.252 -4.019
C: 0.798 -0.202 -2.718
Cl: 1.918 -0.161 -1.380
C: -0.567 -0.229 -2.377
O: -0.984 -0.183 -1.127
C: -1.467 -0.323 -3.463
Cl: -3.138 -0.409 -3.088
C: -1.030 -0.349 -4.775
H: 2.313 -0.248 -4.226
H: -1.751 -0.416 -5.574
C: -0.886 -3.545 -1.059
C: -0.083 -3.983 0.155
O: 0.875 -2.957 0.462
P: 0.996 -2.254 1.924
O: 1.740 -0.975 1.597
Te: -1.225 -1.609 2.605
O: 1.723 -3.235 2.906
C: 2.786 -4.156 2.580
C: 4.104 -3.473 2.270
H: -1.566 -4.340 -1.350
H: -0.220 -3.319 -1.891
H: -1.476 -2.655 -0.825
H: 0.470 -4.904 -0.047
H: -0.748 -4.146 1.015
H: 2.475 -4.784 1.741
H: 2.866 -4.775 3.475
H: 4.034 -2.887 1.356
H: 4.864 -4.240 2.133
H: 4.394 -2.822 3.091

Results
Net charge: +1
ΔE to the lowest compared entry with this formula, charge and spin, kcal per mole: 29.3
Strongest force on any atom, eV/Å: 3.2
Frontier orbital gap, eV: 8.297
Highest occupied orbital energy, eV: -11.3

Quick look at the natural (NBO) charges, all values in e:
1. Y 1.663
2. C -0.605
3. C -0.258
4. C -0.602
5. C -0.009
6. C -0.313
7. C -0.277
8. C -0.008
9. C -0.641
10. C -0.191
11. C -0.126
12. H 0.230
13. H 0.212
14. H 0.209
15. H 0.235
16. H 0.213
17. H 0.230
18. H 0.207
19. H 0.257
20. H 0.251
21. H 0.241
22. H 0.232
23. H 0.241
24. H 0.239
25. H 0.232
26. Cl 0.057
27. C -0.047
28. C -0.229
29. C -0.112
30. Cl 0.103
31. C 0.319
32. O -0.907
33. C -0.085
34. Cl 0.056
35. C -0.223
36. H 0.251
37. H 0.255
38. C -0.629
39. C -0.073
40. O -0.832
41. P 2.043
42. O -1.176
43. Te -0.283
44. O -0.814
45. C -0.055
46. C -0.640
47. H 0.240
48. H 0.219
49. H 0.224
50. H 0.201
51. H 0.202
52. H 0.185
53. H 0.211
54. H 0.215
55. H 0.235
56. H 0.225